This record from OMol25 describes a cluster of 10 separate species, C30H80O30S10 in total in a non-equilibrium geometry. The level of theory is ωB97M-V with the def2-TZVPD basis set.

Values from the calculation:
Largest force on an atom   0.1027 Eh/bohr
Energy   -202178.385 eV
Charge   0
LUMO   -0.0110 Ha

Atoms and positions in Å:
C1 -14.467897 -4.506062 -22.570755
C2 -14.270667 -3.187053 -23.247542
O1 -15.465767 -2.481517 -23.462475
S1 -15.819386 -1.211201 -22.584331
C3 -14.920832 0.065204 -23.167678
O2 -17.225766 -1.005126 -22.822321
O3 -15.459272 -1.468747 -21.256670
H1 -13.481727 -4.947866 -22.385863
H2 -15.067698 -5.234627 -23.094926
H3 -14.895751 -4.440430 -21.575253
H4 -13.530011 -2.606091 -22.663971
H5 -13.789786 -3.325599 -24.229801
H6 -13.946970 -0.090801 -22.725392
H7 -15.480877 0.883292 -22.714872
H8 -14.926476 0.371808 -24.193889
C4 -21.199283 -4.599432 -12.898806
C5 -20.149754 -3.667969 -13.465751
O4 -18.935163 -4.028040 -12.805216
S2 -17.568056 -4.078764 -13.600805
C6 -17.620188 -5.664226 -14.267286
O5 -17.641620 -3.143745 -14.628785
O6 -16.528774 -3.996439 -12.669244
H9 -20.941919 -5.644795 -13.073053
H10 -22.151166 -4.388870 -13.372953
H11 -21.283036 -4.390428 -11.833907
H12 -20.064255 -3.810081 -14.539488
H13 -20.420483 -2.623803 -13.317647
H14 -18.348426 -5.715272 -15.068708
H15 -17.543270 -6.409183 -13.493993
H16 -16.705293 -5.742703 -14.842904
C7 -11.341040 -4.960799 -13.511343
C8 -10.490781 -6.189829 -13.746215
O7 -9.884395 -6.097593 -15.023393
S3 -10.706995 -6.464258 -16.289436
C9 -11.154288 -4.966116 -16.958001
O8 -9.856832 -7.071745 -17.219168
O9 -11.874010 -7.133626 -15.875529
H17 -11.757361 -5.000309 -12.498887
H18 -12.204941 -5.068800 -14.154024
H19 -10.780780 -4.050114 -13.729122
H20 -9.662202 -6.181303 -13.072839
H21 -10.989533 -7.123414 -13.530692
H22 -11.824574 -4.508158 -16.255075
H23 -11.685484 -5.179944 -17.860125
H24 -10.306442 -4.317967 -17.055320
C10 -14.575085 -6.576931 -11.254667
C11 -14.506705 -7.326923 -12.567199
O10 -15.692289 -8.011910 -12.755510
S4 -15.801947 -9.229255 -13.734335
C12 -15.460198 -8.588720 -15.249061
O11 -14.778260 -10.169463 -13.359125
O12 -17.119909 -9.706200 -13.679507
H25 -13.654651 -6.014093 -11.139230
H26 -14.720590 -7.209256 -10.375386
H27 -15.445470 -5.928946 -11.275703
H28 -14.189426 -6.583174 -13.283023
H29 -13.652557 -7.990231 -12.651326
H30 -14.425556 -8.257910 -15.242622
H31 -16.063589 -7.696751 -15.440456
H32 -15.661605 -9.336675 -16.010259
C13 -23.376387 -8.727758 -21.603649
C14 -21.999521 -8.203635 -21.539898
O13 -21.019584 -9.208117 -21.387059
S5 -20.495303 -9.660759 -19.969391
C15 -19.330097 -8.476949 -19.558284
O14 -21.623624 -9.551216 -19.152360
O15 -19.899328 -10.945953 -20.157089
H33 -23.694438 -9.305150 -20.733226
H34 -23.546599 -9.307252 -22.516453
H35 -23.968825 -7.826682 -21.807934
H36 -21.716011 -7.603230 -22.403001
H37 -21.981046 -7.528903 -20.679146
H38 -19.698802 -7.448485 -19.526732
H39 -18.388995 -8.600377 -20.074100
H40 -19.180735 -8.731204 -18.512654
C16 -21.480168 -2.353944 -24.292981
C17 -21.817443 -2.231217 -22.831401
O16 -20.577595 -2.103087 -22.133925
S6 -20.517292 -2.035745 -20.541064
C18 -20.533257 -3.699216 -20.119040
O17 -19.272517 -1.481089 -20.174015
O18 -21.743999 -1.461715 -20.137244
H41 -20.730999 -1.639630 -24.584534
H42 -22.353979 -2.297128 -24.914249
H43 -21.207693 -3.341469 -24.624375
H44 -22.394128 -1.315649 -22.625827
H45 -22.365717 -3.089622 -22.448853
H46 -21.511751 -4.027334 -20.399114
H47 -20.324619 -3.739383 -19.045370
H48 -19.782865 -4.301696 -20.621491
C19 -17.910499 0.962173 -18.021461
C20 -16.777998 1.751101 -18.593557
O19 -15.713788 1.631180 -17.698444
S7 -14.235034 2.203999 -18.016176
C21 -13.592398 1.017407 -19.087976
O20 -14.402719 3.412214 -18.759820
O21 -13.547034 2.191697 -16.786886
H49 -18.308575 1.337578 -17.081155
H50 -17.679776 -0.082947 -17.867819
H51 -18.710265 0.993746 -18.752855
H52 -16.586882 1.365485 -19.612097
H53 -17.165202 2.771163 -18.719440
H54 -13.345986 0.145144 -18.495740
H55 -12.661304 1.454044 -19.479392
H56 -14.300988 0.774382 -19.847858
C22 -13.016919 -10.837064 -17.611630
C23 -14.332979 -11.484226 -17.992987
O22 -15.056639 -10.588302 -18.831921
S8 -15.757621 -11.114078 -20.181643
C24 -14.521044 -11.259081 -21.304139
O23 -16.214973 -12.388715 -19.835091
O24 -16.621101 -10.101425 -20.590795
H57 -12.392680 -10.690831 -18.490110
H58 -12.492883 -11.509167 -16.932256
H59 -13.177566 -9.893344 -17.101447
H60 -14.277983 -12.488069 -18.441971
H61 -14.929000 -11.651886 -17.088739
H62 -13.960755 -10.333922 -21.441829
H63 -15.054675 -11.495137 -22.239119
H64 -13.877061 -12.099593 -21.097265
C25 -13.814272 -7.164627 -19.094886
C26 -15.343670 -7.165373 -18.991951
O25 -15.844722 -5.875747 -19.140066
S9 -16.547080 -5.109839 -17.925340
C27 -16.854762 -3.568282 -18.684849
O26 -17.717552 -5.819474 -17.656852
O27 -15.502066 -5.066769 -16.956776
H65 -13.353299 -6.823772 -18.144266
H66 -13.489136 -6.486382 -19.873845
H67 -13.458831 -8.192351 -19.226343
H68 -15.731557 -7.749811 -19.805254
H69 -15.643454 -7.536760 -18.025262
H70 -17.700903 -3.613714 -19.367649
H71 -15.943126 -3.184600 -19.116779
H72 -17.173241 -2.930730 -17.859838
C28 -19.102700 -6.800288 -26.732506
C29 -19.519981 -6.028406 -25.513708
O28 -18.598505 -6.326395 -24.476103
S10 -18.721709 -5.657528 -23.059764
C30 -18.256220 -4.081668 -23.377544
O29 -20.113712 -5.652783 -22.755330
O30 -17.823831 -6.251641 -22.161212
H73 -18.443092 -6.221401 -27.381269
H74 -20.020805 -6.946450 -27.308124
H75 -18.656273 -7.740174 -26.439921
H76 -19.688850 -4.958934 -25.718216
H77 -20.474086 -6.406530 -25.134658
H78 -17.230182 -4.021988 -23.746203
H79 -18.350610 -3.457302 -22.505579
H80 -18.860428 -3.752576 -24.209492

Forces on the atoms, in the same order (eV/Å):
C 0.37 -0.63 0.86
C 2.03 -0.32 -0.11
O -0.61 0.72 -0.40
S -4.60 -2.19 -1.39
C 0.83 2.01 0.19
O 1.00 0.13 -0.47
O 1.49 -0.21 2.34
H -0.04 -0.02 -0.30
H -0.17 -0.05 -0.49
H -0.26 0.41 0.15
H -0.54 0.02 -0.10
H -0.36 0.02 0.19
H 0.44 0.59 -0.17
H 0.49 0.34 0.56
H 0.03 -0.80 -0.78
C 0.00 0.43 0.00
C -0.67 -0.69 -0.46
O 0.55 0.32 0.63
S -1.48 -1.12 0.74
C 0.97 -0.25 -0.99
O -0.14 2.11 -2.61
O 1.39 -0.08 1.70
H 0.03 0.09 0.09
H -0.26 -0.01 -0.03
H -0.12 -0.28 0.08
H 0.22 -0.05 -0.17
H 0.36 0.07 0.31
H -0.70 -0.36 0.46
H -0.68 -0.36 0.18
H 0.54 0.18 -0.02
C -0.54 -0.89 0.21
C 0.08 0.96 1.26
O 0.85 -0.27 -0.29
S 0.06 0.02 -0.14
C -0.49 1.19 0.66
O 1.63 -1.06 -1.15
O -1.85 -1.05 0.70
H 0.34 0.36 -0.02
H -0.30 0.43 -0.29
H -0.18 -0.05 0.23
H 0.76 0.07 0.42
H -0.40 -0.26 -0.63
H -0.50 0.34 0.21
H -0.12 0.02 -0.71
H 0.51 0.15 -0.44
C -0.33 -0.52 0.31
C 2.46 0.69 1.09
O -1.79 0.39 -0.48
S 1.50 -2.49 1.97
C 0.44 1.57 -1.67
O 0.18 0.54 -0.46
O -1.91 0.20 0.02
H -0.02 0.27 0.12
H 0.24 -0.25 -0.21
H 0.12 0.44 -0.10
H -1.08 0.44 -1.11
H 0.06 -0.71 0.59
H 0.26 -0.16 -0.26
H -0.15 -0.26 0.02
H 0.12 -0.11 0.01
C -1.09 -0.06 -1.38
C 0.35 0.96 1.02
O 1.22 -0.67 -1.15
S 0.01 -1.40 -2.50
C 0.70 0.62 1.31
O -1.85 0.44 2.50
O 0.30 0.68 0.04
H 0.06 0.37 -0.08
H 0.20 -0.34 0.18
H -0.43 -0.20 0.60
H -0.02 -0.21 -0.11
H 0.35 0.10 0.06
H -0.16 -0.26 -0.49
H -0.01 -0.01 -0.36
H 0.40 0.02 0.32
C -0.43 -0.61 -0.24
C -0.48 0.55 0.13
O 1.37 -0.06 0.40
S -0.40 -0.13 -1.59
C 0.54 -0.70 0.64
O 1.00 0.52 0.05
O -0.96 0.66 0.79
H 0.18 0.35 -0.19
H -0.77 0.97 -0.12
H 0.92 -0.65 0.57
H 0.06 -0.39 -0.14
H -0.10 -0.11 -0.05
H -0.57 -0.62 0.19
H -0.44 -0.11 -0.07
H 0.06 0.21 -0.23
C -0.83 -0.46 -0.01
C -1.52 0.22 -0.98
O 1.98 0.07 0.68
S -2.22 0.81 -0.43
C 1.30 -0.39 0.24
O 0.10 0.24 -0.15
O 0.52 -0.18 0.79
H 0.23 0.29 0.05
H 0.28 -0.28 -0.04
H -0.31 -0.06 -0.09
H 0.49 0.05 0.40
H 0.75 0.11 0.17
H -0.02 -0.25 0.01
H -0.40 -0.19 -0.07
H -0.39 -0.08 -0.60
C -0.07 -0.70 -0.21
C -0.08 -0.63 0.81
O -0.21 1.02 -1.07
S 0.66 -0.13 3.23
C 1.27 -0.10 -2.22
O -1.03 -2.32 -0.15
O -1.34 2.02 -0.70
H 0.10 0.15 -0.04
H 0.08 0.06 0.06
H 0.00 0.16 -0.01
H 0.36 0.45 -0.12
H -0.07 0.17 -0.10
H -0.11 -0.06 0.12
H 0.25 0.13 0.19
H 0.24 -0.13 0.30
C -0.04 0.00 1.34
C 1.45 -0.72 0.29
O -0.92 2.50 -1.23
S 3.33 -1.03 -2.02
C -0.48 0.28 0.62
O -2.91 -0.81 1.12
O -0.01 0.84 1.28
H -0.35 -0.06 -0.45
H 0.10 -0.13 -0.40
H -0.02 0.22 -0.31
H -0.52 -0.41 -0.14
H -0.23 -0.61 0.20
H 0.30 -0.24 -0.20
H 0.12 0.05 -0.23
H 0.12 0.14 0.12
C -0.47 0.71 -0.57
C -1.49 -0.42 0.22
O 1.76 -0.05 0.28
S -1.55 -0.50 -0.59
C 1.26 1.65 -1.16
O -1.03 0.06 0.48
O 1.26 -1.10 0.74
H 0.26 -0.18 0.20
H 0.19 -0.35 -0.09
H 0.00 -0.23 -0.12
H 0.56 -0.17 0.23
H -0.09 0.07 -0.24
H -0.03 -0.27 0.31
H -0.25 0.29 0.19
H -0.42 0.54 0.12

These are the Löwdin partial charges, in e, on atoms 1 to 99: -0.0603 -0.2856 -0.2491 0.5094 -0.1294 -0.2598 -0.2463 0.0897 0.0763 0.0725 0.1249 0.1325 0.0805 0.0910 0.0900 -0.0634 -0.2673 -0.2448 0.4986 -0.1229 -0.2496 -0.2362 0.0837 0.0777 0.0820 0.1093 0.1256 0.0764 0.0747 0.0381 -0.0560 -0.2601 -0.2178 0.4813 -0.1196 -0.2361 -0.2675 0.0809 0.0566 0.0947 0.1163 0.1163 0.0629 0.0631 0.0826 -0.0410 -0.3110 -0.2268 0.5175 -0.1307 -0.2689 -0.2342 0.0708 0.0872 0.0663 0.1099 0.1167 0.0729 0.0645 0.0827 -0.0773 -0.3109 -0.2385 0.5252 -0.1261 -0.2547 -0.2462 0.0852 0.0829 0.0864 0.1061 0.1150 0.0796 0.0502 0.0806 -0.0548 -0.2418 -0.2684 0.5302 -0.1250 -0.2554 -0.2501 0.0883 0.0778 0.0515 0.1276 0.1225 0.0696 0.0905 0.0511 -0.0697 -0.3038 -0.2346 0.5623 -0.1285 -0.2737 -0.2449 0.0872 0.0692